Version A
Entry from the OMol25 dataset: a single C3H5Cl2N molecule (ωB97M-V/def2-TZVPD).

Structure (ORCA input):
```
! wB97M-V def2-TZVPD RIJCOSX def2/J DEFGRID3
* xyz 0 1
C 0.706 1.182 -0.463
C 0.380 0.168 0.695
C -0.503 -1.052 0.281
N -1.447 -0.898 -0.551
Cl 1.996 0.593 -1.533
Cl -2.499 -2.188 -0.728
H -0.132 1.276 -1.058
H 0.945 2.250 -0.254
H 1.288 -0.080 1.319
H -0.289 0.649 1.318
H -0.445 -1.900 0.972
*
```

LUMO level (eV): 0.76
Kohn-Sham gap (eV): 11.06
Structure (SMILES): ClCC/C=N/Cl
HOMO energy (eV): -10.306

Computed natural (NBO) charges, given in elementary charges: atom 1 (C): -0.372, atom 2 (C): -0.460, atom 3 (C): 0.127, atom 4 (N): -0.434, atom 5 (Cl): -0.068, atom 6 (Cl): 0.121, atom 7 (H): 0.221, atom 8 (H): 0.226, atom 9 (H): 0.233, atom 10 (H): 0.231, atom 11 (H): 0.177


Version B
Entry from the OMol25 dataset: 2 unconnected molecules or ions with the total composition C3H5Cl2N (ωB97M-V/def2-TZVPD).

Structure (ORCA input):
```
! wB97M-V def2-TZVPD RIJCOSX def2/J DEFGRID3
* xyz 0 1
C 1.608 -0.961 0.301
C 2.044 0.074 -0.251
C -1.932 -0.150 0.025
N -0.919 0.567 0.856
Cl 3.875 0.276 -0.548
Cl -0.230 1.840 0.139
H 0.967 -1.620 0.798
H 1.603 0.880 -0.878
H -1.680 -1.131 -0.302
H -2.841 -0.208 0.634
H -2.494 0.434 -0.775
*
```

LUMO level (spin up / spin down) (eV): -0.96 / -0.95
Kohn-Sham gap (spin up / spin down) (eV): 8.13 / 8.75
HOMO energy (spin up / spin down) (eV): -9.085 / -9.700

Computed natural (NBO) charges, given in elementary charges: atom 1 (C): -0.078, atom 2 (C): -0.289, atom 3 (C): -0.509, atom 4 (N): -0.347, atom 5 (Cl): -0.104, atom 6 (Cl): 0.218, atom 7 (H): 0.222, atom 8 (H): 0.239, atom 9 (H): 0.221, atom 10 (H): 0.223, atom 11 (H): 0.203


Least stable of them? version B.


Version A
Entry from the OMol25 dataset: a molecular structure, C4H6NOS (ωB97M-V/def2-TZVPD).

Structure (ORCA input):
```
! wB97M-V def2-TZVPD RIJCOSX def2/J DEFGRID3
* xyz 1 1
C 1.387 -0.823 1.144
C -0.143 -0.677 -0.823
C 1.365 -0.578 2.611
C -0.486 0.540 -1.572
N 0.609 -0.683 0.181
O 2.692 -0.976 2.909
S 3.181 -1.332 1.347
H -0.583 -1.622 -1.141
H 1.215 0.476 2.863
H 0.634 -1.178 3.163
H -1.013 0.299 -2.491
H -1.143 1.168 -0.963
H 0.399 1.138 -1.783
*
```

LUMO level (eV): -5.38
Kohn-Sham gap (eV): 8.25
HOMO energy (eV): -13.630

Computed natural (NBO) charges, given in elementary charges: atom 1 (C): 0.234, atom 2 (C): 0.315, atom 3 (C): -0.141, atom 4 (C): -0.703, atom 5 (N): -0.345, atom 6 (O): -0.609, atom 7 (S): 0.689, atom 8 (H): 0.236, atom 9 (H): 0.253, atom 10 (H): 0.252, atom 11 (H): 0.264, atom 12 (H): 0.283, atom 13 (H): 0.271


Version B
Entry from the OMol25 dataset: a molecular structure, C4H6NOS (ωB97M-V/def2-TZVPD).

Structure (ORCA input):
```
! wB97M-V def2-TZVPD RIJCOSX def2/J DEFGRID3
* xyz 1 1
C 0.244 1.924 0.207
C 2.430 -0.527 0.117
C 0.311 0.788 -0.450
C 1.179 -0.107 0.364
N -1.888 -0.848 -0.137
O 0.208 2.879 0.848
S 3.787 -1.140 -0.323
H -0.960 0.086 -0.437
H 0.430 0.768 -1.552
H 0.622 -0.310 1.354
H -1.381 -1.417 0.531
H -2.169 -1.509 -0.905
H -2.812 -0.587 0.384
*
```

LUMO level (eV): -4.47
Kohn-Sham gap (eV): 7.96
HOMO energy (eV): -12.436

Computed natural (NBO) charges, given in elementary charges: atom 1 (C): 0.878, atom 2 (C): -0.049, atom 3 (C): -0.727, atom 4 (C): -0.452, atom 5 (N): -0.982, atom 6 (O): -0.314, atom 7 (S): 0.360, atom 8 (H): 0.427, atom 9 (H): 0.330, atom 10 (H): 0.250, atom 11 (H): 0.411, atom 12 (H): 0.432, atom 13 (H): 0.438


Least stable of them? version B.


Version A
Entry from the OMol25 dataset: a single C5H8Cl2N2 molecule (ωB97M-V/def2-TZVPD).

Structure (ORCA input):
```
! wB97M-V def2-TZVPD RIJCOSX def2/J DEFGRID3
* xyz 0 1
C -0.908 -1.383 0.056
C 0.412 -0.802 0.452
C -2.036 -0.750 -0.382
C 2.407 0.377 0.739
C -2.054 0.610 -0.778
N 1.102 0.795 -1.107
N 1.190 0.071 -0.092
Cl -3.467 -1.636 -0.212
Cl -2.055 1.674 0.749
H -1.103 -2.424 0.327
H 0.739 -1.131 1.440
H 3.191 0.206 0.014
H 2.445 1.430 0.922
H 2.401 -0.217 1.673
H -3.060 0.805 -1.340
H -1.099 0.913 -1.260
H 1.896 1.464 -1.203
*
```

LUMO level (eV): 0.23
Kohn-Sham gap (eV): 8.11
HOMO energy (eV): -7.875

Computed natural (NBO) charges, given in elementary charges: atom 1 (C): -0.207, atom 2 (C): -0.103, atom 3 (C): -0.078, atom 4 (C): -0.420, atom 5 (C): -0.418, atom 6 (N): -0.590, atom 7 (N): -0.019, atom 8 (Cl): 0.031, atom 9 (Cl): -0.120, atom 10 (H): 0.223, atom 11 (H): 0.200, atom 12 (H): 0.213, atom 13 (H): 0.213, atom 14 (H): 0.216, atom 15 (H): 0.243, atom 16 (H): 0.290, atom 17 (H): 0.327


Version B
Entry from the OMol25 dataset: a molecular structure, C5H8Cl2N2 (ωB97M-V/def2-TZVPD).

Structure (ORCA input):
```
! wB97M-V def2-TZVPD RIJCOSX def2/J DEFGRID3
* xyz 0 1
C 1.865 -0.328 -0.516
C -2.200 0.026 0.161
C 0.549 1.359 0.659
C 0.695 -0.100 0.399
C -0.487 -0.686 -0.303
N 1.761 -0.794 -1.660
N -2.821 -0.604 1.016
Cl -2.607 1.372 -0.955
Cl -0.567 -2.387 0.037
H 2.769 -0.093 -0.009
H 0.723 1.812 -0.320
H -0.416 1.532 1.091
H 1.463 1.610 1.299
H 0.848 -0.866 1.274
H -0.487 -0.419 -1.283
H 2.697 -1.145 -2.131
H -3.785 -0.290 1.241
*
```

LUMO level (eV): 0.76
Kohn-Sham gap (eV): 10.46
HOMO energy (eV): -9.693

Computed natural (NBO) charges, given in elementary charges: atom 1 (C): 0.158, atom 2 (C): 0.286, atom 3 (C): -0.602, atom 4 (C): -0.344, atom 5 (C): -0.168, atom 6 (N): -0.629, atom 7 (N): -0.637, atom 8 (Cl): -0.063, atom 9 (Cl): 0.005, atom 10 (H): 0.148, atom 11 (H): 0.219, atom 12 (H): 0.228, atom 13 (H): 0.219, atom 14 (H): 0.237, atom 15 (H): 0.215, atom 16 (H): 0.360, atom 17 (H): 0.370


Least stable of them? version A.


Version A
Entry from the OMol25 dataset: a gas-phase ion, CHN2O5 (charge -1) (ωB97M-V/def2-TZVPD).

Structure (ORCA input):
```
! wB97M-V def2-TZVPD RIJCOSX def2/J DEFGRID3
* xyz -1 1
C -0.304 -1.332 0.081
N 0.029 0.102 -0.573
N 1.028 0.921 0.097
O 0.590 -2.129 0.137
O 2.087 0.369 0.135
O -1.484 -1.335 0.360
O 0.760 2.013 0.523
O -1.110 0.875 -0.735
H -1.596 0.515 -0.026
*
```

LUMO level (eV): 4.18
Kohn-Sham gap (eV): 9.74
Structure (SMILES): O=C([O-])N(O)[N+](=O)[O-]
HOMO energy (eV): -5.555

Computed natural (NBO) charges, given in elementary charges: atom 1 (C): 0.868, atom 2 (N): -0.154, atom 3 (N): 0.616, atom 4 (O): -0.672, atom 5 (O): -0.402, atom 6 (O): -0.744, atom 7 (O): -0.427, atom 8 (O): -0.558, atom 9 (H): 0.473


Version B
Entry from the OMol25 dataset: 2 unconnected molecules or ions with the total composition CHN2O5 (ωB97M-V/def2-TZVPD).

Structure (ORCA input):
```
! wB97M-V def2-TZVPD RIJCOSX def2/J DEFGRID3
* xyz -1 1
C -1.685 -0.524 0.151
N -0.666 -1.130 -0.340
N 2.065 0.223 -0.222
O -2.653 -1.297 0.040
O 2.809 -0.521 0.306
O -1.829 0.658 0.631
O 2.322 1.297 -0.668
O 0.804 0.052 -0.198
H -1.167 1.242 0.301
*
```

LUMO level (eV): 3.85
Kohn-Sham gap (eV): 8.92
HOMO energy (eV): -5.077

Computed natural (NBO) charges, given in elementary charges: atom 1 (C): 0.696, atom 2 (N): -0.185, atom 3 (N): 0.744, atom 4 (O): -0.632, atom 5 (O): -0.458, atom 6 (O): -0.677, atom 7 (O): -0.485, atom 8 (O): -0.508, atom 9 (H): 0.503


Least stable of them? version B.


Version A
Entry from the OMol25 dataset: a single CH4N2 molecule (ωB97M-V/def2-TZVPD).

Structure (ORCA input):
```
! wB97M-V def2-TZVPD RIJCOSX def2/J DEFGRID3
* xyz 0 1
N 1.045 -0.006 0.496
C -0.126 0.075 -0.347
N -1.332 -0.075 0.175
H 0.618 -0.092 1.384
H 1.805 -0.488 0.048
H -0.050 -0.055 -1.484
H -1.961 0.642 -0.271
*
```

LUMO level (eV): 1.13
Kohn-Sham gap (eV): 10.11
Structure (SMILES): [H]/N=C/N
HOMO energy (eV): -8.980

Computed natural (NBO) charges, given in elementary charges: atom 1 (N): -0.829, atom 2 (C): 0.294, atom 3 (N): -0.783, atom 4 (H): 0.410, atom 5 (H): 0.396, atom 6 (H): 0.155, atom 7 (H): 0.357


Version B
Entry from the OMol25 dataset: a single CH4N2 molecule (ωB97M-V/def2-TZVPD).

Structure (ORCA input):
```
! wB97M-V def2-TZVPD RIJCOSX def2/J DEFGRID3
* xyz 0 1
C 0.133 -0.310 -0.301
H 0.421 -1.118 1.592
H -0.140 0.504 1.589
H 0.636 -1.225 -0.688
H -0.721 1.331 -0.522
N 0.212 -0.240 1.079
N -0.354 0.578 -1.103
*
```

LUMO level (eV): 1.01
Kohn-Sham gap (eV): 10.39
Structure (SMILES): [H]/N=C\N
HOMO energy (eV): -9.379

Computed natural (NBO) charges, given in elementary charges: atom 1 (C): 0.280, atom 2 (H): 0.392, atom 3 (H): 0.383, atom 4 (H): 0.161, atom 5 (H): 0.313, atom 6 (N): -0.834, atom 7 (N): -0.694


Least stable of them? version A.


Version A
Entry from the OMol25 dataset: a single C25H23BrN4O4 molecule (ωB97M-V/def2-TZVPD).

Structure (ORCA input):
```
! wB97M-V def2-TZVPD RIJCOSX def2/J DEFGRID3
* xyz 0 1
C 2.917 1.137 2.080
H 2.628 0.442 1.120
H 1.933 1.402 2.445
H 3.591 1.881 1.674
C 3.954 0.191 2.987
N 3.050 -0.798 3.609
C 3.339 -1.957 3.362
O 4.280 -2.649 2.672
C 2.270 -3.254 3.871
O 0.967 -2.583 3.991
C 0.095 -2.271 3.103
C 0.692 -2.372 1.748
C 0.034 -1.790 0.502
C -1.508 -1.281 0.926
C -1.786 -1.340 2.193
C -1.035 -1.562 3.323
H -1.288 -1.539 4.183
H -2.809 -0.753 2.484
C -2.378 -0.905 -0.226
N -1.957 -0.733 -1.303
N -2.666 -0.448 -2.310
C -2.509 -0.250 -3.458
O -1.508 -0.687 -4.111
C -3.693 0.341 -4.328
O -4.686 0.270 -3.900
N -3.367 0.215 -5.825
C -3.939 0.728 -6.931
C -5.505 1.025 -6.661
C -6.090 1.641 -7.703
C -5.591 1.534 -9.088
C -4.361 0.875 -9.211
C -3.466 0.472 -8.153
Br -1.832 -0.085 -8.424
H -3.738 0.945 -10.261
H -6.085 1.796 -9.917
H -7.307 1.839 -7.583
H -5.739 1.033 -5.762
H -2.490 0.109 -5.877
H -3.698 -0.036 -2.034
H -3.344 -0.415 0.300
H 0.150 -1.624 -0.457
H 1.573 -2.440 1.616
H 2.627 -3.450 4.900
H 2.309 -3.936 3.162
H 2.178 -0.775 4.218
C 4.184 1.115 4.128
C 3.295 1.745 5.045
C 3.705 2.538 6.056
C 4.975 2.523 6.436
C 5.954 2.109 5.753
C 5.523 1.256 4.515
H 6.267 0.818 3.856
H 6.911 2.164 5.607
H 5.325 3.394 7.216
H 2.881 2.999 6.782
H 2.035 1.629 5.044
H 4.733 -0.231 2.613
*
```

LUMO level (eV): -0.24
Kohn-Sham gap (eV): 7.77
Structure (SMILES): C[C@H](NC(=O)COc1ccc(/C=N/NC(=O)C(=O)Nc2ccccc2Br)cc1)c1ccccc1
HOMO energy (eV): -8.011

Computed natural (NBO) charges, given in elementary charges: atom 1 (C): -0.623, atom 2 (H): 0.215, atom 3 (H): 0.235, atom 4 (H): 0.223, atom 5 (C): -0.010, atom 6 (N): -0.608, atom 7 (C): 0.662, atom 8 (O): -0.727, atom 9 (C): -0.098, atom 10 (O): -0.526, atom 11 (C): 0.373, atom 12 (C): -0.255, atom 13 (C): -0.085, atom 14 (C): -0.137, atom 15 (C): -0.146, atom 16 (C): -0.305, atom 17 (H): 0.195, atom 18 (H): 0.190, atom 19 (C): 0.130, atom 20 (N): -0.234, atom 21 (N): -0.350, atom 22 (C): 0.537, atom 23 (O): -0.637, atom 24 (C): 0.661, atom 25 (O): -0.505, atom 26 (N): -0.606, atom 27 (C): 0.182, atom 28 (C): -0.192, atom 29 (C): -0.180, atom 30 (C): -0.258, atom 31 (C): -0.155, atom 32 (C): -0.283, atom 33 (Br): 0.152, atom 34 (H): 0.213, atom 35 (H): 0.215, atom 36 (H): 0.206, atom 37 (H): 0.188, atom 38 (H): 0.392, atom 39 (H): 0.343, atom 40 (H): 0.136, atom 41 (H): 0.208, atom 42 (H): 0.161, atom 43 (H): 0.217, atom 44 (H): 0.202, atom 45 (H): 0.458, atom 46 (C): -0.083, atom 47 (C): -0.181, atom 48 (C): -0.224, atom 49 (C): -0.214, atom 50 (C): -0.183, atom 51 (C): -0.176, atom 52 (H): 0.201, atom 53 (H): 0.218, atom 54 (H): 0.200, atom 55 (H): 0.225, atom 56 (H): 0.203, atom 57 (H): 0.236


Version B
Entry from the OMol25 dataset: a single C25H23BrN4O4 molecule (ωB97M-V/def2-TZVPD).

Structure (ORCA input):
```
! wB97M-V def2-TZVPD RIJCOSX def2/J DEFGRID3
* xyz 0 1
C -6.298 3.229 0.842
H -7.379 3.327 0.890
H -5.922 3.003 1.837
H -5.872 4.176 0.520
C -5.913 2.131 -0.146
N -6.496 0.862 0.257
C -7.089 0.023 -0.609
O -7.431 0.318 -1.733
C -7.325 -1.382 -0.032
O -6.371 -1.754 0.940
C -5.053 -1.768 0.585
C -4.572 -1.538 -0.701
C -3.211 -1.503 -0.926
C -2.303 -1.696 0.114
C -2.797 -1.968 1.394
C -4.150 -2.003 1.626
H -4.545 -2.197 2.611
H -2.094 -2.131 2.195
C -0.887 -1.570 -0.141
N -0.044 -1.729 0.806
N 1.284 -1.559 0.613
C 1.972 -0.995 -0.395
O 1.546 -0.538 -1.444
C 3.472 -0.969 -0.074
O 3.931 -1.492 0.920
N 4.149 -0.318 -1.042
C 5.543 -0.181 -1.125
C 6.195 -0.565 -2.293
C 7.570 -0.478 -2.396
C 8.316 -0.010 -1.326
C 7.681 0.402 -0.170
C 6.300 0.330 -0.073
Br 5.467 1.038 1.478
H 8.249 0.795 0.659
H 9.391 0.049 -1.396
H 8.059 -0.784 -3.308
H 5.606 -0.941 -3.116
H 3.585 -0.085 -1.855
H 1.849 -1.835 1.416
H -0.602 -1.313 -1.160
H -2.847 -1.303 -1.922
H -5.244 -1.367 -1.526
H -7.363 -2.098 -0.861
H -8.288 -1.401 0.486
H -6.220 0.505 1.160
C -4.412 1.973 -0.273
C -3.637 1.628 0.828
C -2.270 1.461 0.703
C -1.658 1.633 -0.528
C -2.424 1.966 -1.631
C -3.792 2.133 -1.504
H -4.387 2.387 -2.369
H -1.954 2.095 -2.595
H -0.592 1.501 -0.628
H -1.681 1.192 1.567
H -4.098 1.486 1.795
H -6.340 2.353 -1.130
*
```

LUMO level (eV): -0.03
Kohn-Sham gap (eV): 8.29
Structure (SMILES): C[C@H](NC(=O)COc1ccc(/C=N/NC(=O)C(=O)Nc2ccccc2Br)cc1)c1ccccc1
HOMO energy (eV): -8.318

Computed natural (NBO) charges, given in elementary charges: atom 1 (C): -0.601, atom 2 (H): 0.218, atom 3 (H): 0.201, atom 4 (H): 0.220, atom 5 (C): -0.099, atom 6 (N): -0.611, atom 7 (C): 0.654, atom 8 (O): -0.623, atom 9 (C): -0.164, atom 10 (O): -0.497, atom 11 (C): 0.304, atom 12 (C): -0.269, atom 13 (C): -0.154, atom 14 (C): -0.141, atom 15 (C): -0.147, atom 16 (C): -0.268, atom 17 (H): 0.226, atom 18 (H): 0.232, atom 19 (C): 0.087, atom 20 (N): -0.266, atom 21 (N): -0.409, atom 22 (C): 0.551, atom 23 (O): -0.623, atom 24 (C): 0.597, atom 25 (O): -0.595, atom 26 (N): -0.625, atom 27 (C): 0.184, atom 28 (C): -0.235, atom 29 (C): -0.201, atom 30 (C): -0.206, atom 31 (C): -0.212, atom 32 (C): -0.114, atom 33 (Br): 0.084, atom 34 (H): 0.230, atom 35 (H): 0.221, atom 36 (H): 0.220, atom 37 (H): 0.220, atom 38 (H): 0.437, atom 39 (H): 0.428, atom 40 (H): 0.204, atom 41 (H): 0.219, atom 42 (H): 0.227, atom 43 (H): 0.205, atom 44 (H): 0.221, atom 45 (H): 0.403, atom 46 (C): 0.065, atom 47 (C): -0.252, atom 48 (C): -0.190, atom 49 (C): -0.230, atom 50 (C): -0.196, atom 51 (C): -0.243, atom 52 (H): 0.216, atom 53 (H): 0.214, atom 54 (H): 0.223, atom 55 (H): 0.217, atom 56 (H): 0.205, atom 57 (H): 0.237


Least stable of them? version A.